#P
Formula: C5H13NO2
Source: the Open Molecules 2025 dataset
Level of theory: wB97M-V/def2-TZVPD

Last column: natural (NBO) charge in e.
Cartesian coordinates (Å):
O -2.41283 -0.02157 -0.47843  -0.6342
O 1.36957 -2.80744 -2.92577  -0.9525
N -0.87658 -1.40149 -1.38223  -0.8300
C -0.06191 0.58622 1.67499  -0.4103
C -0.16939 1.57260 0.51230  -0.3817
C -0.24180 0.88627 -0.86534  -0.4981
C -1.28043 -0.20606 -0.88479  0.6728
C 0.66208 1.16078 2.87959  -0.6004
H 0.77100 -3.57754 -2.92293  0.4758
H 0.51250 0.50763 3.75051  0.2087
H 2.10637 -3.06391 -3.49816  0.4814
H -1.07994 0.32302 1.96297  0.2128
H 0.03050 -1.43544 -1.81014  0.4149
H -0.48877 1.61031 -1.63523  0.2326
H 0.31223 -0.37828 1.32796  0.1951
H 0.22300 2.11875 3.13147  0.2040
H -1.01688 2.23170 0.62242  0.2149
H 0.73151 2.17821 0.50306  0.1947
H 1.73005 1.27237 2.67740  0.1990
H 0.76348 0.55620 -1.16756  0.2009
H -1.58377 -2.11232 -1.47209  0.3996

Highest occupied orbital energy: -9.48 eV
SMILES string: CCCCC(N)=O.O
Orbital gap: 9.92 eV
LUMO: 0.4 eV

---

#Q
Formula: C5H13NO2
Source: the Open Molecules 2025 dataset
Level of theory: wB97M-V/def2-TZVPD

Last column: natural (NBO) charge in e.
Cartesian coordinates (Å):
O -4.97918 -1.25776 2.16129  -0.9572
O 0.39945 -0.35892 3.83149  -0.5070
N 1.57846 0.63770 -1.81915  -0.6386
C 1.23728 0.07212 -3.12873  -0.4254
C 0.67955 -0.59220 2.68635  0.4525
C 0.43889 -0.24758 0.20628  -0.4037
C 0.98783 0.27734 1.55790  -0.5289
C 0.39198 0.91059 -0.89704  -0.2212
H 2.00266 1.60848 -1.98818  0.3560
H -4.12793 -0.82826 2.10619  0.4787
H 0.33168 1.18774 1.64047  0.2152
H 0.79503 -1.67368 2.40045  0.0789
H 0.12677 -0.09099 -3.26690  0.1741
H 0.30296 1.90198 -0.51043  0.1951
H 1.20837 -0.92733 -0.15563  0.2195
H -0.42772 0.78444 -1.55921  0.1830
H 1.55818 -0.96283 -3.08858  0.1909
H -0.47955 -0.82068 0.29455  0.2049
H -5.73602 -0.67972 2.10277  0.4787
H 2.04893 0.48149 1.43299  0.2500
H 1.66238 0.57806 -4.00689  0.2046

Highest occupied orbital energy: -9.23 eV
SMILES string: CNCCCC=O.O
Orbital gap: 9.86 eV
LUMO: 0.6 eV

---

Order from most stable to least stable according to the calculation: #P, #Q

---

#P
Formula: C5H13NO2
Source: the Open Molecules 2025 dataset
Level of theory: wB97M-V/def2-TZVPD

Last column: natural (NBO) charge in e.
Cartesian coordinates (Å):
O 1.08085 0.73345 -2.14553  -1.0570
O 0.21392 2.64125 -0.69052  -1.2262
N -0.68016 -0.90891 -0.86716  -0.7065
C -1.51569 0.23253 -1.13562  -0.4752
C -0.21303 -0.79618 0.45586  0.5981
C 0.69467 0.36441 0.72362  -0.7501
C 0.22559 -2.09271 2.51597  -0.1235
C -0.38507 -1.85668 1.32928  -0.3621
H -1.26657 1.21062 -0.68463  0.2624
H 0.17594 -0.86142 -1.42503  0.4459
H 1.42980 0.33572 -0.07660  0.3055
H -2.57026 0.07519 -0.87585  0.1869
H 0.72093 1.58903 -1.68267  0.5331
H 0.13271 -2.99377 3.10551  0.2135
H 0.48894 3.35387 -0.10607  0.4456
H -1.38052 0.45142 -2.19418  0.2414
H 0.07458 1.28110 0.74739  0.3522
H 1.01250 0.31935 1.76381  0.2052
H -1.00888 -2.70447 1.04542  0.2391
H 0.99419 -1.42946 2.90734  0.1979
H 1.77554 1.05568 -2.71035  0.4736

Highest occupied orbital energy: -7.73 eV
Orbital gap: 5.17 eV
LUMO: -2.6 eV

---

#Q
Formula: C5H13NO2
Source: the Open Molecules 2025 dataset
Level of theory: wB97M-V/def2-TZVPD

Last column: natural (NBO) charge in e.
Cartesian coordinates (Å):
O 0.49600 0.66499 -1.91010  -0.7679
O -0.23634 -1.44117 -1.40697  -0.7565
N 1.86976 -0.76753 0.53924  -0.8423
C -1.86333 0.30766 -1.74913  -0.6758
C -0.19131 0.51686 0.61174  -0.3741
C -0.50811 -0.06766 -1.19621  0.4934
C 0.65583 -0.53565 1.15094  0.0135
C 0.73270 0.57539 2.67701  -0.6763
H 0.67387 0.19071 -2.74402  0.4636
H 2.15748 -0.03144 -0.10940  0.3804
H -0.75799 -1.77612 -2.16054  0.4690
H 0.65006 1.66266 2.64841  0.2033
H 0.31113 1.43939 0.33596  0.2175
H -1.93352 0.05836 -2.82534  0.1915
H 1.92851 -1.66397 0.06598  0.3875
H -1.17783 0.62852 1.04759  0.2178
H 0.14694 -1.42601 1.51424  0.2101
H 1.74426 0.37084 3.03246  0.2084
H 0.00733 0.15315 3.37470  0.1952
H -2.65686 -0.24062 -1.23605  0.2130
H -2.04857 1.38166 -1.66050  0.2290

Highest occupied orbital energy: -7.65 eV
Orbital gap: 8.30 eV
LUMO: 0.7 eV

---

Order from most stable to least stable according to the calculation: #Q, #P

---

#P
Formula: CH4N2
Source: the Open Molecules 2025 dataset
Level of theory: wB97M-V/def2-TZVPD

Last column: natural (NBO) charge in e.
Cartesian coordinates (Å):
N -1.18710 -0.61417 -0.00319  -0.6078
N 1.07952 0.37657 0.20296  -0.9082
C -0.19152 0.07862 -0.30454  0.2859
H 1.71785 0.62787 -0.50025  0.3810
H -0.32999 1.10282 -0.89751  0.1154
H -0.79537 -1.31221 0.67261  0.3246
H 1.30966 0.77300 1.15402  0.4091

Highest occupied orbital energy: -9.41 eV
SMILES string: [H]/N=C\N
Orbital gap: 10.42 eV
LUMO: 1.0 eV

---

#Q
Formula: CH4N2
Source: the Open Molecules 2025 dataset
Level of theory: wB97M-V/def2-TZVPD

Last column: natural (NBO) charge in e.
Cartesian coordinates (Å):
N -1.48699 -0.07058 -0.02915  -0.6889
N 0.80013 -0.07439 -0.15795  -0.8330
C -0.36526 0.55187 -0.12460  0.2591
H -1.31121 -1.12354 0.04846  0.3107
H 1.87948 0.17032 0.50183  0.3987
H -0.29341 1.67624 -0.04352  0.1742
H 0.77727 -1.12993 -0.19508  0.3792

Highest occupied orbital energy: -9.22 eV
Orbital gap: 9.85 eV
LUMO: 0.6 eV

---

Order from most stable to least stable according to the calculation: #P, #Q